A molecular structure, C25H36B2BrCaCsF5IMgNO13S. Source: OMol25; level of theory: the ωB97M-V functional and the def2-TZVPD basis.

Last column: Löwdin charge in e.
Element x y z (Å)
C 1.8546 -1.1672 1.0304  -0.18
C 0.6509 -2.0500 0.5586  -0.67
I 0.3776 -3.6028 2.0642  1.01
C -0.7138 -1.3060 0.3906  -0.17
C -0.6409 0.1918 0.4370  -0.39
F 0.2698 0.7326 -0.5831  -0.14
O -0.4116 0.6581 1.7510  -0.14
B -1.8146 0.7992 2.3615  -0.48
O -2.4708 1.5891 1.3057  -0.03
C -1.9986 1.0634 0.1061  -0.33
C -1.7164 2.4314 -0.6690  -0.11
C -0.9229 3.5061 0.1596  -0.31
C -1.8522 4.6071 0.7295  -0.53
Br -1.6298 6.2267 -0.3135  0.80
C -3.0813 0.3579 -0.7839  -0.16
C -4.5115 0.4763 -0.2934  -0.20
C -5.2657 -0.6877 -0.2346  -0.04
C -6.5786 -0.6622 0.1654  -0.09
C -7.1716 0.5233 0.5415  -0.09
C -6.4551 1.6989 0.4798  -0.06
C -5.1444 1.6446 0.0643  -0.04
H 2.7555 -1.7907 1.1970  0.06
H 1.6396 -0.7206 2.0098  0.07
H 2.1526 -0.3826 0.3093  0.05
H 0.9525 -2.5583 -0.3588  0.07
H -1.1088 -1.6048 -0.5910  0.12
H -1.4181 -1.6877 1.1289  0.07
H -2.3383 -0.3006 2.2943  0.09
H -1.8512 1.2180 3.4778  0.08
H -2.7174 2.8484 -0.8147  0.09
H -1.3152 2.2707 -1.6808  0.06
H -0.3305 3.1011 1.0029  0.00
H -0.2066 4.0132 -0.5217  0.09
H -2.9015 4.3178 0.6606  0.06
H -1.6488 4.7459 1.7948  0.09
H -2.8927 -0.7048 -0.9783  0.08
H -3.0589 0.8546 -1.7843  -0.14
H -4.8434 -1.6472 -0.5323  0.12
H -7.1840 -1.5636 0.2033  0.11
H -8.2021 0.5542 0.8891  0.11
H -6.8593 2.6652 0.7659  0.11
H -4.5924 2.5822 0.0356  0.11
Ca 1.2741 2.2321 0.8656  1.70
C 8.5809 -4.5692 -1.0647  -0.08
C 8.2243 -3.2570 -0.3910  -0.18
O 6.7982 -3.1626 -0.1691  -0.31
C 6.3239 -3.8777 0.8805  -0.77
O 6.9641 -4.5518 1.6184  0.21
O 4.9719 -3.7212 0.9206  -0.48
C 4.3224 -4.5158 1.9306  -0.03
H 8.0023 -4.7115 -1.9887  0.06
H 9.6394 -4.5909 -1.3092  0.10
H 8.3624 -5.4195 -0.4214  0.07
H 8.4926 -2.4271 -1.0429  0.13
H 8.7614 -3.1189 0.5464  0.14
H 4.7679 -4.3453 2.9063  0.12
H 4.3729 -5.5733 1.6584  0.12
H 3.2776 -4.2182 1.9694  0.01
O 8.4421 -8.9415 -1.9693  -0.20
S 9.4377 -7.8654 -2.1018  0.26
O 9.7931 -7.3878 -0.7579  -0.24
O 8.8927 -6.7501 -2.8893  -0.28
O 10.6198 -8.4084 -2.7850  -0.20
C -3.9095 5.0011 -2.5190  -0.13
C -4.2195 3.8244 -3.1871  -0.12
C -5.5304 3.5507 -3.5514  -0.10
C -6.5335 4.4626 -3.2545  -0.10
C -6.2240 5.6430 -2.5896  -0.09
C -4.9137 5.9107 -2.2184  -0.09
H -2.8856 5.2110 -2.2292  0.01
H -3.4324 3.1159 -3.4264  0.02
H -5.7703 2.6283 -4.0676  0.09
H -7.5566 4.2542 -3.5420  0.10
H -7.0068 6.3554 -2.3605  0.10
H -4.6726 6.8278 -1.6968  0.10
Cs 4.9646 -4.2342 -1.2732  1.65
Mg -2.4623 0.4589 -3.4054  0.56
B 1.9291 5.7710 4.3560  -1.24
F 1.9563 4.7852 3.3062  0.01
F 1.5320 5.1452 5.5435  0.09
F 3.2144 6.3096 4.4935  0.09
F 1.0145 6.7708 4.0010  0.09
N -0.0529 -7.6475 2.4267  -0.66
O -0.8234 -7.4126 1.4777  -0.07
O -0.3461 -7.2646 3.5766  -0.07
O 1.0136 -8.2604 2.2261  -0.06
O -2.3422 7.5459 -3.6005  -0.30
H -2.1016 7.3884 -2.6799  -0.17

Values from the calculation:
2S+1 = 1
Charge = -1
Total energy = -182957.93268 eV
Molar mass = 1111.3 g/mol
E_HOMO = -0.19811 Eh
Gap between HOMO and LUMO = 0.77 eV